# 1
Entry from the OMol25 dataset: a 2-piece molecular cluster, C23H48NO9P overall at a distorted geometry (ωB97M-V with the def2-TZVPD basis set).

For the total energy, the calculation gives -53834.767 eV. The SMILES is CCC[C@H](C)[C@@H](CCCCCCCCCOC)OC(=O)ON=O.CCOP(=O)(OCC)OCC. The calculation puts the HOMO energy at -0.344 hartree. The total charge is 0.

Atoms and positions in Å:
C: 6.116 -0.983 -0.882
C: 5.136 0.149 -1.163
C: 4.907 0.337 -2.671
C: 3.596 1.067 -3.039
C: 3.056 0.533 -4.369
C: 3.836 2.572 -3.106
C: 2.739 3.402 -3.757
C: 1.367 3.344 -3.072
C: 1.202 4.284 -1.882
C: -0.143 4.050 -1.174
C: -0.078 2.838 -0.239
C: -1.437 2.327 0.255
C: -2.011 1.181 -0.580
C: -2.380 1.570 -2.009
C: -2.958 0.410 -2.857
O: -3.399 -0.699 -2.110
C: -2.429 -1.716 -1.901
O: 4.056 3.022 -1.729
C: 5.046 3.914 -1.567
O: 6.212 3.657 -1.568
O: 4.588 5.193 -1.368
N: 4.832 5.596 0.090
O: 5.370 6.595 0.142
H: 5.748 -1.922 -1.299
H: 6.283 -1.098 0.188
H: 7.081 -0.762 -1.341
H: 5.518 1.084 -0.754
H: 4.172 -0.035 -0.680
H: 5.751 0.914 -3.062
H: 4.927 -0.647 -3.143
H: 2.879 0.840 -2.245
H: 2.038 0.887 -4.540
H: 3.671 0.870 -5.205
H: 3.004 -0.553 -4.346
H: 4.775 2.741 -3.641
H: 2.650 3.076 -4.794
H: 3.087 4.439 -3.797
H: 0.632 3.656 -3.818
H: 1.163 2.315 -2.769
H: 1.251 5.327 -2.203
H: 1.980 4.134 -1.133
H: -0.347 4.934 -0.565
H: -0.933 3.956 -1.922
H: 0.500 3.150 0.634
H: 0.490 2.024 -0.699
H: -1.298 1.930 1.263
H: -2.152 3.153 0.320
H: -2.843 0.691 -0.076
H: -1.225 0.420 -0.645
H: -1.480 1.929 -2.513
H: -3.093 2.399 -1.994
H: -2.247 0.114 -3.636
H: -3.834 0.782 -3.391
H: -2.375 -1.924 -0.831
H: -1.447 -1.325 -2.179
H: -2.683 -2.620 -2.456
O: -2.536 -2.965 2.174
P: -3.314 -3.205 3.401
O: -2.329 -3.399 4.649
C: -1.551 -2.293 5.129
C: -2.386 -1.224 5.806
O: -3.765 -4.762 3.229
C: -3.661 -5.455 1.989
C: -2.393 -6.283 1.924
O: -4.663 -2.688 4.002
C: -5.628 -3.490 4.715
C: -5.109 -4.114 5.987
H: -0.979 -1.869 4.299
H: -0.840 -2.721 5.835
H: -3.056 -0.732 5.099
H: -1.736 -0.464 6.240
H: -3.001 -1.653 6.597
H: -3.711 -4.758 1.153
H: -4.540 -6.100 1.926
H: -1.539 -5.702 2.268
H: -2.204 -6.622 0.905
H: -2.475 -7.161 2.568
H: -6.043 -4.240 4.046
H: -6.432 -2.793 4.946
H: -4.393 -4.909 5.786
H: -5.953 -4.544 6.529
H: -4.628 -3.375 6.626



# 2
Entry from the OMol25 dataset: a 2-piece molecular cluster, C8H16N2 overall at a distorted geometry (ωB97M-V with the def2-TZVPD basis set).

For the total energy, the calculation gives -11515.415 eV. The calculation puts the energy relative to the best compared isomer or geometry (same formula, charge and spin) at 52.11 kcal/mol. The calculation puts the HOMO energy at -0.677 hartree. The total charge is +2.

Atoms and positions in Å:
C: -2.802 -0.752 -1.916
C: 1.056 0.481 1.531
C: -1.690 -0.212 -1.020
C: -2.022 0.211 0.116
C: 3.877 0.519 -0.414
C: 2.773 -1.822 -0.580
C: -3.130 1.623 1.539
C: 2.815 -0.419 -0.039
N: -2.525 0.418 1.199
N: 1.795 0.052 0.637
H: -3.304 0.205 -2.290
H: -2.309 -1.149 -2.856
H: 0.047 0.848 1.348
H: 1.244 0.273 2.559
H: -0.734 0.069 -1.333
H: 4.893 0.043 -0.555
H: 3.592 0.887 -1.428
H: 4.012 1.309 0.261
H: 1.778 -2.196 -0.583
H: 3.203 -2.584 0.023
H: 3.291 -1.991 -1.581
H: -4.018 1.584 2.125
H: -3.338 2.178 0.628
H: -2.410 2.116 2.162
H: -3.574 -1.489 -1.529
H: -2.524 -0.204 1.994



# 3
Entry from the OMol25 dataset: C4H12B2BeO3PS2 as an isolated structure at a distorted geometry (ωB97M-V with the def2-TZVPD basis set).

For the total energy, the calculation gives -43184.919 eV. The calculation puts the HOMO energy at -0.425 hartree. The total charge is +1.

Atoms and positions in Å:
C: -1.119 0.776 -3.056
C: -0.038 0.614 -2.029
B: -0.448 0.444 -0.421
S: -2.330 0.495 -0.339
B: 0.040 -1.056 0.058
O: 1.243 -1.644 -0.625
C: -0.685 -2.009 1.187
C: 0.531 -2.792 2.015
P: 0.345 1.903 0.532
O: 1.652 1.468 1.597
O: -0.822 2.849 1.476
S: 1.014 3.158 -0.845
H: -1.245 1.788 -3.676
H: -1.860 -0.111 -3.342
H: 1.107 0.592 -2.272
H: -2.780 0.605 0.997
H: 1.923 -0.892 -0.597
H: -1.406 -2.809 0.704
H: -1.286 -1.330 1.931
H: 0.076 -3.478 2.851
H: 1.088 -3.479 1.224
H: 1.252 -1.993 2.484
H: 2.181 0.685 1.263
H: -0.209 3.445 2.036
Be: 1.775 2.770 -3.154



# 4
Entry from the OMol25 dataset: one molecule with the formula C4H7N3O at a distorted geometry (ωB97M-V with the def2-TZVPD basis set).

For the total energy, the calculation gives -10777.496 eV. The calculation puts the energy relative to the best compared isomer or geometry (same formula, charge and spin) at 51.91 kcal/mol. The SMILES is Cc1c(N)n[nH]c1O. The calculation puts the HOMO energy at -0.306 hartree. The total charge is 0.

Atoms and positions in Å:
C: 0.688 -2.037 0.156
C: 0.332 -0.596 0.080
C: -0.292 0.186 1.045
C: 0.278 0.231 -1.086
H: 1.712 -2.138 0.448
H: 0.624 -2.298 -0.930
H: 0.076 -2.633 0.718
H: 0.237 -0.283 3.099
H: -1.048 0.621 2.686
H: -0.768 2.090 -1.316
H: 0.358 0.275 -2.831
N: -0.517 -0.211 2.416
N: -1.018 1.175 0.490
N: -0.711 1.164 -0.854
O: 1.062 0.346 -2.177



# 5
Entry from the OMol25 dataset: Br2O3S2 as an isolated structure at a distorted geometry (ωB97M-V with the def2-TZVPD basis set).

For the total energy, the calculation gives -167895.226 eV. The calculation puts the energy relative to the best compared isomer or geometry (same formula, charge and spin) at 0.00 kcal/mol. The calculation puts the HOMO energy (spin up / spin down) at -0.377 / -0.377 hartree. The total charge is 0.

Atoms and positions in Å:
O: -1.591 0.291 -1.270
O: 0.987 0.691 -0.374
O: 0.273 -1.180 0.748
S: 1.448 -0.272 0.663
S: -1.006 0.599 -0.026
Br: 1.237 1.183 2.337
Br: -2.626 -0.327 1.346



# 6
Entry from the OMol25 dataset: a 14-piece molecular cluster, C4H33N2O13 overall at a distorted geometry (ωB97M-V with the def2-TZVPD basis set).

As for the multiplicity: 2. For the total energy, the calculation gives -34265.519 eV. The calculation puts the HOMO energy (spin up / spin down) at -0.616 / -0.616 hartree. The total charge is +2.

Atoms and positions in Å:
C: 1.855 -1.067 3.371
C: 0.539 -0.968 2.797
C: -0.710 -1.586 3.175
N: -1.553 -1.402 2.168
C: -0.963 -0.715 1.120
N: 0.303 -0.490 1.540
H: 2.360 -0.106 3.496
H: 2.518 -1.639 2.672
H: 1.823 -1.642 4.306
H: -0.842 -2.243 3.983
H: -2.574 -1.537 2.254
H: -1.454 -0.503 0.093
H: 0.963 0.089 1.007
H: 2.710 1.561 0.255
H: 3.635 1.836 1.433
O: 2.696 1.783 1.201
H: -0.268 -2.794 -0.828
H: -0.559 -4.042 -1.464
O: -0.467 -3.111 -1.717
H: 3.378 2.882 -1.706
H: 1.831 2.308 -1.797
O: 2.771 2.154 -1.759
H: 2.119 -0.440 -3.612
H: 1.438 -1.827 -3.686
O: 2.099 -1.316 -3.202
H: 3.911 -1.379 -0.519
H: 3.134 -0.704 -1.546
O: 3.209 -0.721 -0.571
H: -1.424 -2.308 -3.174
H: -2.334 -1.741 -4.351
O: -1.675 -1.532 -3.682
H: -4.950 -1.228 1.626
H: -4.200 -2.338 0.915
O: -4.442 -2.035 1.803
H: -0.932 2.336 0.595
H: -1.846 3.291 0.029
O: -1.386 2.489 -0.269
H: 0.514 1.213 -1.551
H: 1.546 0.038 -1.322
O: 0.737 0.451 -0.980
H: -3.544 1.407 1.383
H: -2.236 1.353 2.137
O: -3.095 0.919 2.070
H: 0.484 3.729 1.993
H: 1.143 2.367 1.674
O: 0.275 2.819 1.749
H: -0.642 2.721 -2.075
H: -0.709 1.901 -3.459
O: -0.151 2.295 -2.785
H: -1.902 -0.844 -2.030
H: -1.179 0.448 -1.401
O: -1.955 -0.132 -1.357



Which of these has the highest total energy?
C4H7N3O